[1]
Here is HN2O2S as an isolated structure from OMol25. Energies are from wB97M-V/def2-TZVPD.

Values from the calculation:
HOMO (alpha / beta) in eV: -16.3 / -16.3
HOMO-LUMO gap (alpha / beta) in hartree: 0.284 / 0.284
Energy above the lowest of the compared OMol25 structures with the same formula, charge and spin in kcal per mole: 94.5
Multiplicity: 1
Net charge: +1

Each line ends with the Löwdin charge.
Geometry (Å):
N (0.54, 0.41, -1.48)  -0.207
N (0.15, 0.27, -2.50)  0.371
O (-0.95, -0.59, 1.45)  -0.413
O (0.95, 0.59, -0.39)  -0.093
S (-0.24, 0.82, 1.49)  1.168
H (-0.45, -1.50, 1.43)  0.173


[2]
Here is C33H26ClN7O8S3Y as an isolated structure from OMol25. Energies are from wB97M-V/def2-TZVPD.

Values from the calculation:
HOMO in eV: -5.7
HOMO-LUMO gap in hartree: 0.275
Energy above the lowest of the compared OMol25 structures with the same formula, charge and spin in kcal per mole: 27.4
Multiplicity: 1
Net charge: -1

Each line ends with the Löwdin charge.
Geometry (Å):
Y (11.25, 8.38, 16.43)  1.380
N (13.16, 5.21, 18.61)  0.059
C (12.34, 6.28, 18.57)  -0.899
S (10.74, 6.04, 17.95)  0.582
N (12.91, 7.38, 19.10)  0.001
N (12.16, 8.49, 18.81)  -0.043
C (12.54, 9.67, 19.07)  -0.244
C (13.82, 10.03, 19.77)  -0.172
C (14.27, 9.36, 20.88)  -0.038
C (15.55, 9.59, 21.45)  -0.055
C (16.41, 10.53, 20.82)  -0.086
C (15.98, 11.20, 19.68)  -0.087
C (14.71, 10.98, 19.18)  -0.050
C (11.70, 10.74, 18.55)  -0.202
C (11.59, 12.05, 19.15)  0.009
C (10.66, 12.91, 18.61)  -0.060
C (9.99, 12.58, 17.42)  -0.032
C (10.20, 11.35, 16.85)  -0.100
N (10.98, 10.46, 17.46)  -0.005
H (12.85, 4.47, 18.01)  0.055
H (14.13, 5.34, 18.69)  0.064
H (13.61, 8.62, 21.30)  0.103
H (15.83, 9.11, 22.36)  0.089
H (17.34, 10.83, 21.28)  0.092
H (16.60, 11.93, 19.21)  0.098
H (14.38, 11.64, 18.42)  0.101
H (12.26, 12.38, 19.99)  0.132
H (10.49, 13.90, 19.04)  0.107
H (9.34, 13.28, 16.96)  0.096
H (9.74, 10.93, 15.93)  0.103
O (10.46, 9.49, 12.02)  -0.310
S (10.00, 9.98, 13.33)  0.526
O (9.98, 11.45, 13.38)  -0.341
O (10.71, 9.41, 14.50)  -0.465
C (8.24, 9.59, 13.41)  -0.223
C (7.52, 10.25, 12.47)  -0.051
C (6.09, 10.24, 12.52)  -0.068
C (5.42, 9.51, 13.44)  -0.076
C (6.18, 8.73, 14.30)  -0.049
C (7.56, 8.76, 14.31)  -0.223
S (8.35, 7.75, 15.52)  0.506
O (7.29, 7.01, 16.18)  -0.307
O (9.40, 6.96, 14.89)  -0.343
O (9.03, 8.76, 16.44)  -0.464
H (7.95, 10.91, 11.73)  0.117
H (5.61, 10.88, 11.83)  0.088
H (4.36, 9.61, 13.55)  0.100
H (5.71, 8.09, 15.02)  0.097
Cl (14.47, 4.76, 15.47)  0.530
C (13.62, 5.46, 14.02)  -0.420
C (13.38, 6.99, 14.19)  -0.618
O (13.99, 7.78, 13.46)  0.019
O (12.57, 7.31, 15.11)  -0.177
H (12.64, 5.02, 14.08)  0.068
H (14.19, 5.21, 13.14)  0.072
N (16.01, 9.18, 12.46)  0.181
C (17.14, 8.80, 11.70)  -0.163
C (17.30, 8.06, 10.53)  -0.034
C (18.58, 7.94, 10.05)  -0.128
C (19.66, 8.60, 10.62)  -0.115
C (19.52, 9.27, 11.83)  -0.036
C (18.25, 9.39, 12.37)  -0.244
N (17.86, 9.94, 13.58)  0.177
C (16.57, 9.75, 13.62)  -0.310
C (15.63, 9.96, 14.66)  -0.153
C (14.43, 10.67, 14.42)  0.026
C (13.39, 10.60, 15.31)  -0.094
N (13.50, 9.80, 16.39)  0.011
C (14.66, 9.20, 16.68)  -0.115
C (15.77, 9.26, 15.85)  0.031
H (15.22, 8.56, 12.70)  0.094
H (16.52, 7.37, 10.18)  0.117
H (18.66, 7.27, 9.22)  0.090
H (20.68, 8.53, 10.18)  0.102
H (20.40, 9.72, 12.34)  0.116
H (14.36, 11.18, 13.50)  0.116
H (12.49, 11.18, 15.10)  0.111
H (14.61, 8.61, 17.58)  0.102
H (16.65, 8.61, 16.03)  0.134


[3]
Here is C22H62BF4O8 as an isolated structure from OMol25. Energies are from wB97M-V/def2-TZVPD.

Values from the calculation:
HOMO in eV: -4.2
HOMO-LUMO gap in hartree: 0.249
Energy above the lowest of the compared OMol25 structures with the same formula, charge and spin in kcal per mole: 105.9
Multiplicity: 1
Net charge: -1

Each line ends with the Löwdin charge.
Geometry (Å):
B (2.02, 1.37, -0.19)  -1.361
F (1.41, 2.11, -1.22)  0.113
F (2.65, 2.20, 0.66)  0.190
F (1.10, 0.68, 0.46)  0.213
F (2.94, 0.38, -0.71)  0.094
C (-1.45, -1.20, 0.09)  -0.221
C (-2.78, -1.92, 0.41)  -0.169
C (-3.37, -2.42, -0.91)  -0.226
C (-4.65, -3.18, -0.55)  -0.188
C (-5.54, -3.38, -1.79)  -0.236
C (-6.82, -4.27, -1.48)  -0.109
H (-1.40, -0.38, -0.71)  -0.061
H (-0.66, -1.84, -0.20)  -0.121
H (-0.95, -0.74, 1.10)  0.059
H (-3.56, -1.30, 0.99)  0.154
H (-2.44, -2.72, 0.95)  0.081
H (-2.94, -3.08, -1.44)  0.051
H (-3.81, -1.53, -1.49)  0.051
H (-5.26, -2.91, 0.22)  0.071
H (-4.46, -4.16, -0.17)  0.100
H (-5.13, -3.86, -2.64)  0.088
H (-5.88, -2.45, -2.15)  0.076
H (-7.50, -4.19, -2.31)  0.039
H (-7.22, -3.75, -0.52)  0.090
H (-6.73, -5.35, -1.21)  0.069
C (-0.42, 5.07, 2.24)  -0.045
C (0.25, 4.09, 1.30)  -0.409
O (-0.23, 4.36, 0.08)  -0.071
H (-1.34, 5.09, 2.11)  -0.039
H (-0.12, 6.12, 1.83)  0.119
H (-0.24, 4.80, 3.34)  0.111
H (0.11, 3.10, 1.56)  0.091
H (1.24, 4.25, 1.37)  0.070
H (0.31, 3.78, -0.64)  0.157
C (2.13, 1.09, 4.38)  -0.061
C (3.50, 1.43, 3.75)  -0.247
O (4.64, 1.40, 4.69)  -0.041
H (2.28, 0.04, 4.87)  0.101
H (1.19, 1.19, 3.90)  0.058
H (2.03, 1.60, 5.24)  0.012
H (3.53, 2.42, 3.42)  0.081
H (3.58, 0.84, 2.75)  0.121
H (5.36, 1.54, 4.22)  -0.011
C (-0.03, -4.19, -0.65)  -0.032
C (-0.35, -2.74, -0.96)  -0.471
O (-0.16, -2.39, -2.24)  0.029
H (-0.03, -4.21, 0.58)  0.115
H (0.97, -4.67, -0.95)  0.083
H (-0.82, -5.03, -1.01)  0.108
H (0.33, -1.96, -0.43)  0.185
H (-1.26, -2.48, -0.70)  -0.010
H (-0.40, -1.48, -2.36)  0.064
C (4.05, -2.29, 2.89)  -0.075
C (3.09, -2.05, 1.73)  -0.388
O (3.72, -2.28, 0.51)  -0.094
H (3.53, -1.92, 3.70)  0.018
H (5.13, -1.83, 2.75)  0.113
H (4.42, -3.37, 2.76)  0.095
H (2.66, -1.06, 1.55)  0.085
H (2.12, -2.64, 1.77)  0.112
H (3.48, -1.39, 0.10)  0.092
C (4.47, 6.44, -1.50)  -0.054
C (3.55, 5.26, -1.03)  -0.252
O (4.13, 4.43, -0.03)  -0.005
H (4.13, 7.04, -2.20)  0.003
H (5.37, 6.00, -1.81)  0.049
H (4.64, 7.16, -0.59)  0.111
H (3.59, 4.55, -1.93)  0.136
H (2.63, 5.50, -0.85)  0.045
H (3.66, 3.74, 0.09)  -0.075
C (-1.88, -1.76, 3.37)  -0.008
C (-0.46, -1.38, 2.71)  -0.242
O (-0.69, -0.07, 2.25)  -0.089
H (-1.82, -2.67, 3.50)  -0.018
H (-2.52, -1.49, 2.63)  0.003
H (-2.13, -1.08, 4.23)  0.113
H (-0.28, -2.14, 1.92)  0.102
H (0.35, -1.31, 3.46)  0.113
H (0.02, 0.10, 1.69)  0.023
C (-3.18, -0.77, -2.60)  -0.132
C (-2.70, 0.15, -1.60)  -0.301
O (-1.35, 0.26, -1.67)  0.002
H (-4.36, -0.57, -2.81)  0.176
H (-2.84, -1.85, -2.51)  0.113
H (-2.76, -0.59, -3.52)  0.059
H (-2.81, -0.26, -0.60)  0.088
H (-2.97, 1.16, -1.59)  0.137
H (-1.01, 0.63, -0.94)  0.069
C (1.44, 0.47, -5.71)  -0.075
C (1.06, 0.70, -4.16)  -0.309
O (1.08, 2.06, -3.90)  -0.097
H (2.35, 0.88, -5.95)  0.024
H (0.77, 0.85, -6.39)  0.020
H (1.46, -0.64, -6.01)  0.095
H (1.95, 0.23, -3.64)  0.126
H (0.02, 0.22, -3.93)  0.118
H (1.25, 2.29, -2.96)  0.062


> Which of these has the highest energy above the lowest of the compared OMol25 structures with the same formula, charge and spin?

C22H62BF4O8